(1)
{
  "formula": "C34H33BrCrN9OS3",
  "method": "ωB97M-V/def2-TZVPD",
  "multiplicity": 4,
  "gap_ev": [5.4, 5.4],
  "elements": ["Cr", "Br", "C", "C", "C", "C", "C", "C", "N", "C", "C", "C", "C", "C", "C", "N", "H", "H", "H", "H", "H", "H", "H", "H", "H", "C", "C", "S", "C", "C", "S", "H", "H", "H", "H", "H", "H", "S", "C", "N", "N", "C", "C", "C", "C", "C", "C", "N", "N", "C", "C", "C", "C", "C", "C", "H", "H", "H", "H", "H", "H", "H", "H", "H", "H", "H", "C", "N", "C", "C", "C", "N", "C", "O", "N", "H", "H", "H", "H", "H", "H", "H"],
  "positions_angstrom": [[-1.034, -0.572, 0.089], [3.823, -0.347, 6.119], [2.344, -0.510, 4.951], [2.539, -0.483, 3.585], [1.437, -0.546, 2.741], [0.154, -0.623, 3.246], [-0.016, -0.716, 4.626], [1.068, -0.646, 5.480], [-0.945, -0.604, 2.309], [-2.122, -0.564, 2.778], [-3.292, -0.594, 1.888], [-4.578, -0.574, 2.394], [-5.646, -0.512, 1.515], [-5.381, -0.466, 0.158], [-4.068, -0.518, -0.271], [-3.039, -0.603, 0.574], [3.536, -0.401, 3.172], [1.578, -0.497, 1.670], [-0.989, -0.832, 5.082], [0.921, -0.695, 6.550], [-2.329, -0.489, 3.840], [-4.723, -0.600, 3.466], [-6.663, -0.486, 1.880], [-6.176, -0.387, -0.570], [-3.825, -0.478, -1.324], [3.214, -2.627, -0.473], [1.748, -2.334, -0.228], [1.221, -0.689, -0.609], [0.888, -3.240, 0.241], [1.295, -4.647, 0.601], [-0.848, -2.925, 0.377], [3.717, -1.738, -0.852], [3.341, -3.424, -1.208], [3.722, -2.933, 0.446], [2.369, -4.728, 0.767], [1.017, -5.344, -0.195], [0.777, -4.969, 1.506], [-1.222, 1.813, -0.013], [-1.342, 1.805, -1.735], [-1.492, 2.968, -2.380], [-1.217, 3.011, -3.686], [-0.138, 2.461, -4.420], [-0.133, 2.706, -5.790], [0.942, 2.312, -6.572], [2.030, 1.674, -5.997], [2.013, 1.413, -4.632], [0.940, 1.792, -3.843], [-1.363, 0.679, -2.510], [-1.393, -0.426, -1.885], [-1.475, -1.543, -2.802], [-2.303, -2.616, -2.521], [-2.386, -3.673, -3.415], [-1.639, -3.663, -4.583], [-0.809, -2.582, -4.860], [-0.731, -1.520, -3.975], [-1.702, 3.765, -4.146], [-0.980, 3.211, -6.242], [0.927, 2.510, -7.636], [2.881, 1.388, -6.600], [2.848, 0.902, -4.167], [0.959, 1.576, -2.785], [-2.892, -2.633, -1.616], [-3.035, -4.509, -3.190], [-1.701, -4.494, -5.274], [-0.218, -2.564, -5.767], [-0.088, -0.673, -4.174], [0.755, 3.550, 5.381], [1.368, 3.248, 4.095], [2.646, 3.585, 3.815], [3.204, 3.306, 2.621], [2.374, 2.609, 1.683], [1.143, 2.246, 1.954], [0.574, 2.574, 3.144], [-0.578, 2.302, 3.456], [2.851, 2.292, 0.461], [1.480, 4.067, 6.005], [0.437, 2.628, 5.865], [-0.126, 4.172, 5.237], [3.194, 4.087, 4.603], [4.227, 3.570, 2.401], [3.830, 2.386, 0.261], [2.307, 1.632, -0.081]],
  "mulliken_charge": [0.282, -0.193, -0.180, -0.706, 0.227, 0.223, -0.990, -0.828, 1.387, 0.191, 0.105, -0.967, -0.507, -1.112, -0.496, 0.869, 0.564, -0.158, 0.311, 0.453, 0.158, 0.492, 0.426, 0.449, 0.568, -1.944, 0.296, -0.428, 1.014, -1.732, -0.341, 0.390, 0.387, 0.381, 0.433, 0.272, 0.371, -0.404, 0.609, -1.049, 0.254, 0.894, -0.621, -0.496, -0.700, -0.478, -0.289, -0.624, 1.379, 0.145, -0.233, -0.906, -0.472, -0.722, -0.109, 0.247, 0.360, 0.370, 0.407, 0.433, 0.517, 0.270, 0.409, 0.393, 0.422, 0.319, -0.925, 0.257, -0.060, -1.165, 0.902, 0.218, -0.161, -0.625, -0.270, 0.315, 0.273, 0.296, 0.336, 0.384, 0.207, 0.027]
}



(2)
{
  "formula": "C23H17ClF5N2O5PbSTe",
  "method": "ωB97M-V/def2-TZVPD",
  "charge": 1,
  "multiplicity": 1,
  "gap_ev": 7.7,
  "elements": ["Pb", "Cl", "C", "C", "C", "C", "O", "C", "C", "N", "C", "C", "C", "C", "C", "C", "C", "C", "N", "C", "C", "H", "H", "H", "H", "H", "H", "H", "H", "H", "H", "C", "C", "C", "C", "C", "C", "C", "S", "O", "O", "O", "H", "H", "H", "H", "H", "H", "H", "F", "Te", "F", "F", "F", "F", "O"],
  "positions_angstrom": [[-0.768, -1.166, -2.651], [-4.762, -3.407, 3.809], [-4.167, -2.903, 2.280], [-4.958, -3.308, 1.110], [-4.497, -3.119, -0.126], [-3.160, -2.554, -0.324], [-2.526, -2.746, -1.340], [-2.597, -1.683, 0.832], [-1.084, -1.549, 0.865], [-0.329, -1.182, -0.089], [1.046, -0.978, 0.215], [1.461, -0.428, 1.399], [2.832, -0.242, 1.662], [3.767, -0.602, 0.735], [3.366, -1.124, -0.517], [4.283, -1.461, -1.539], [3.826, -1.904, -2.745], [2.438, -1.990, -2.945], [1.559, -1.710, -2.009], [1.997, -1.290, -0.790], [-3.057, -2.183, 2.174], [-5.910, -3.790, 1.289], [-5.021, -3.460, -1.007], [-0.642, -1.778, 1.836], [0.730, -0.088, 2.123], [3.134, 0.193, 2.604], [4.822, -0.465, 0.931], [5.344, -1.344, -1.356], [4.496, -2.150, -3.554], [2.050, -2.284, -3.914], [-2.509, -1.861, 3.049], [1.449, 3.792, 2.721], [0.387, 3.020, 1.994], [0.465, 2.813, 0.622], [-0.528, 2.116, -0.050], [-1.608, 1.628, 0.666], [-1.721, 1.827, 2.039], [-0.714, 2.514, 2.691], [-2.909, 0.859, -0.206], [-3.291, -0.393, 0.718], [-4.082, 1.651, -0.188], [-2.415, 0.368, -1.471], [2.311, 3.978, 2.083], [1.783, 3.260, 3.612], [1.058, 4.757, 3.049], [1.305, 3.197, 0.062], [-0.473, 1.976, -1.119], [-2.586, 1.467, 2.580], [-0.790, 2.681, 3.758], [2.896, 3.071, -3.665], [1.541, 1.825, -3.673], [0.494, 3.138, -2.881], [1.090, 2.434, -5.349], [2.781, 0.649, -4.412], [2.159, 1.361, -1.962], [0.233, 0.569, -3.626]],
  "mulliken_charge": [1.469, -0.163, 0.085, -0.428, -1.138, 0.341, -0.521, 2.587, -1.402, 0.496, -0.371, 0.209, -1.270, -0.909, 1.633, -0.677, -0.669, -0.377, -0.417, -0.055, -1.376, 0.460, 0.498, 0.765, 0.520, 0.461, 0.453, 0.469, 0.436, 0.433, 0.450, -1.700, 0.717, -0.472, -0.398, 0.164, -0.719, -0.869, 1.409, -0.399, -0.696, -0.628, 0.370, 0.376, 0.413, 0.425, 0.803, 0.595, 0.442, -0.382, 2.126, -0.461, -0.375, -0.405, -0.455, -0.869]
}



(3)
{
  "formula": "C2H11NO2S",
  "method": "ωB97M-V/def2-TZVPD",
  "charge": -1,
  "multiplicity": 2,
  "gap_ev": [2.6, 9.1],
  "elements": ["C", "C", "S", "N", "H", "H", "H", "H", "H", "H", "H", "H", "H", "O", "H", "H", "O"],
  "positions_angstrom": [[1.758, 0.629, 0.694], [1.679, -0.867, 0.383], [0.373, -1.086, -0.965], [2.758, 0.968, 1.653], [0.733, 0.967, 0.943], [1.969, 1.147, -0.256], [1.385, -1.486, 1.224], [2.549, -1.173, -0.170], [-0.397, -1.922, -0.253], [3.608, 1.338, 1.298], [2.572, 1.239, 2.576], [-2.429, 1.189, 1.859], [-3.674, 1.882, 2.297], [-3.396, 1.040, 1.909], [-1.506, -0.400, -2.595], [-2.254, 0.894, -2.655], [-2.372, -0.050, -2.805]],
  "mulliken_charge": [-0.989, -1.016, -0.196, -0.355, 0.129, 0.179, 0.628, 0.356, 0.145, 0.277, 0.361, 0.510, 0.612, -1.561, 0.211, 0.382, -0.674]
}



The following energy relative to the best compared isomer or geometry (same formula, charge and spin) values (in kJ/mol) correspond, in order, to the records above: 67.4, 0.0, 6.6.